(1)
{
  "formula": "C26H52B2F4O41PS9",
  "method": "ωB97M-V/def2-TZVPD",
  "species": ["C", "P", "C", "C", "C", "O", "C", "F", "F", "F", "O", "B", "C", "F", "O", "C", "C", "B", "O", "O", "H", "H", "H", "H", "H", "H", "H", "H", "H", "H", "H", "H", "H", "H", "H", "H", "C", "C", "O", "S", "O", "O", "O", "H", "H", "H", "H", "C", "C", "O", "S", "O", "O", "O", "H", "H", "H", "H", "C", "C", "O", "S", "O", "O", "O", "H", "H", "H", "H", "C", "C", "O", "S", "O", "O", "O", "H", "H", "H", "H", "C", "C", "O", "S", "O", "O", "O", "H", "H", "H", "H", "C", "C", "O", "S", "O", "O", "O", "H", "H", "H", "H", "C", "C", "O", "S", "O", "O", "O", "H", "H", "H", "H", "C", "C", "O", "S", "O", "O", "O", "H", "H", "H", "H", "C", "C", "O", "S", "O", "O", "O", "H", "H", "H", "H"],
  "xyz": [[6.25143, -7.06867, 1.02412], [6.05803, -5.23397, 1.50134], [7.72751, -4.35083, 1.78764], [4.88801, -4.26283, 0.36282], [4.96654, -2.64539, 0.74494], [4.04151, -1.80833, -0.04010], [4.60839, -0.42572, -0.09208], [5.25638, -0.01359, 1.18850], [5.61900, -0.28647, -1.20691], [3.55163, 0.61213, -0.35665], [5.62394, -4.32497, -0.94497], [4.97356, -5.32349, -1.86662], [6.23041, -6.33527, -2.29701], [4.37643, -4.69266, -3.10690], [3.86598, -6.00551, -1.10613], [3.48144, -4.89110, -0.17565], [2.18053, -5.06390, 0.78749], [2.47006, -5.20546, 2.39247], [1.85998, -4.23801, 3.32518], [3.29178, -6.29587, 3.02244], [6.30888, -7.68970, 2.04211], [5.32867, -7.50776, 0.44403], [7.24006, -7.21744, 0.37543], [8.42608, -5.05698, 2.41151], [7.49456, -3.39685, 2.46259], [8.22794, -4.01313, 0.77252], [6.07025, -2.31752, 0.42911], [4.91160, -2.46831, 1.90943], [6.06713, -7.39768, -1.79143], [7.24101, -5.92216, -1.81396], [6.32165, -6.46055, -3.46552], [3.10563, -4.06904, -0.95757], [1.60279, -6.04361, 0.44527], [1.43412, -4.16226, 0.61910], [1.74679, -3.35983, 2.82713], [4.02716, -5.82900, 3.55192], [-3.10773, -1.71384, 3.76027], [-2.16012, -1.63871, 4.95446], [-1.26230, -2.73367, 4.78789], [-1.04178, -3.00029, 3.19393], [0.18174, -2.34288, 2.79152], [-1.31357, -4.39255, 2.92164], [-2.29764, -2.11116, 2.65524], [-3.87462, -2.48002, 3.91326], [-3.58933, -0.75417, 3.55441], [-2.68633, -1.71329, 5.90908], [-1.57297, -0.71449, 4.93408], [1.73096, 3.26057, 0.38279], [2.11562, 4.58023, -0.28072], [0.97960, 5.42586, -0.11590], [0.23686, 5.04809, 1.28626], [0.68412, 5.97865, 2.29876], [-1.15833, 4.79536, 1.01064], [0.98226, 3.62097, 1.54242], [1.08347, 2.66556, -0.26935], [2.60649, 2.66874, 0.66292], [2.35606, 4.45948, -1.33967], [2.96204, 5.04779, 0.23338], [-6.09890, 0.02777, -0.35690], [-6.27952, 1.07506, 0.73867], [-7.20523, 0.49855, 1.65708], [-6.99820, -1.11926, 1.67274], [-6.15417, -1.45528, 2.79783], [-8.27743, -1.74596, 1.43355], [-6.10334, -1.23093, 0.31455], [-6.93914, 0.04246, -1.05856], [-5.16396, 0.16306, -0.90722], [-6.66084, 2.02249, 0.35042], [-5.34011, 1.25264, 1.27281], [-6.50346, -3.89951, -3.15782], [-5.07297, -3.38326, -3.28782], [-5.16640, -2.23125, -4.12264], [-6.60369, -1.50475, -3.86414], [-6.40007, -0.42232, -2.92711], [-7.26293, -1.33005, -5.13743], [-7.32270, -2.73477, -3.07170], [-6.80233, -4.46101, -4.04886], [-6.63729, -4.52616, -2.27200], [-4.40100, -4.12436, -3.72713], [-4.67893, -3.06548, -2.31670], [-3.55232, 6.88071, -2.96238], [-3.34464, 7.98906, -1.93372], [-2.55402, 7.39934, -0.90419], [-1.56684, 6.28332, -1.56782], [-0.27303, 6.89378, -1.77881], [-1.74312, 5.03762, -0.85820], [-2.31670, 6.16933, -3.01094], [-4.33350, 6.18487, -2.63973], [-3.80374, 7.27610, -3.95017], [-4.28780, 8.36366, -1.52887], [-2.77603, 8.82179, -2.36102], [-0.90171, -1.31551, -3.43990], [-1.08233, -0.26822, -2.34433], [-2.00804, -0.84473, -1.42592], [-1.80101, -2.46255, -1.41027], [-0.95698, -2.79856, -0.28517], [-3.08024, -3.08924, -1.64946], [-0.90615, -2.57421, -2.76845], [-1.74195, -1.30082, -4.14157], [0.03323, -1.18022, -3.99022], [-1.46365, 0.67921, -2.73258], [-0.14292, -0.09064, -1.81019], [7.39354, 1.67546, 2.41293], [7.68370, 3.15992, 2.20823], [8.79506, 3.44320, 3.05523], [9.73949, 2.11686, 3.15150], [10.82343, 2.26517, 2.20588], [9.94885, 1.80527, 4.54631], [8.67025, 1.05098, 2.53626], [6.84052, 1.50651, 3.34254], [6.83741, 1.24432, 1.57620], [6.83029, 3.79082, 2.46788], [7.98569, 3.36366, 1.17545], [2.11719, 6.95993, 5.33232], [2.01441, 5.45674, 5.57640], [2.83640, 5.20634, 6.71413], [2.79489, 6.50903, 7.69479], [1.82161, 6.25998, 8.73490], [4.15282, 6.91796, 7.96903], [2.14286, 7.55565, 6.62833], [3.05220, 7.21339, 4.82238], [1.27255, 7.34283, 4.75333], [2.35428, 4.87130, 4.71877], [0.98904, 5.16796, 5.83050], [-10.30646, 0.45803, -7.64274], [-10.01630, 1.94249, -7.84745], [-8.90494, 2.22578, -7.00044], [-7.96051, 0.89943, -6.90417], [-6.87657, 1.04774, -7.84980], [-7.75115, 0.58784, -5.50936], [-9.02975, -0.16645, -7.51942], [-10.85948, 0.28908, -6.71313], [-10.86259, 0.02689, -8.47947], [-10.86971, 2.57339, -7.58779], [-9.71431, 2.14623, -8.88022]],
  "forces_ev_per_a": [[0.75, -1.15, -0.54], [-1.38, -0.39, 2.97], [0.48, 0.85, -0.75], [1.39, 0.94, -3.69], [2.58, -1.38, 1.03], [2.15, 4.78, 0.59], [-0.29, -0.65, -0.63], [-2.05, -1.11, -4.18], [-3.37, -0.19, 4.07], [3.44, -3.54, 0.81], [-1.81, 0.46, 1.00], [0.73, -0.51, -0.94], [0.70, -1.17, -0.02], [0.62, -0.36, 1.55], [0.09, 2.44, 2.30], [-1.11, 1.19, -1.79], [-0.32, -0.89, -0.22], [0.31, -0.27, 2.09], [2.10, -0.34, -2.85], [-0.52, 3.41, -0.68], [0.08, 1.55, -2.19], [1.80, 1.31, 1.00], [-2.21, 0.08, 1.37], [-1.41, 1.29, -1.34], [0.51, -2.09, -1.54], [-0.67, -0.63, 2.11], [-2.36, -1.00, 0.61], [-0.50, -0.20, -2.32], [0.37, 1.96, -1.29], [-2.00, -0.85, -1.33], [0.07, 0.11, 2.28], [1.00, -1.27, 1.82], [1.21, 1.96, 0.59], [1.56, -1.80, 0.19], [-0.15, -2.09, 1.09], [-1.62, -1.01, -1.13], [-0.46, -0.15, 0.58], [-0.08, 0.64, -0.19], [-0.15, -0.39, -0.93], [0.18, -0.82, -0.32], [-1.87, -0.33, 0.16], [0.61, 2.02, 0.36], [1.03, -0.17, 0.37], [0.03, 0.17, 0.01], [0.18, -0.23, -0.16], [0.19, -0.23, -0.16], [-0.11, -0.01, 0.03], [0.20, -0.28, -0.69], [0.58, -0.26, 0.30], [-0.54, -0.68, 1.17], [-0.58, -0.41, 0.23], [-0.57, -0.87, -0.86], [3.30, 0.21, 4.29], [-0.16, 1.12, 0.03], [0.11, 0.04, 0.02], [-0.26, 0.13, 0.14], [-0.28, 0.15, 0.14], [0.00, -0.10, -0.08], [-0.52, 0.94, -0.17], [0.88, 0.01, -0.20], [-0.31, -1.12, -0.08], [-0.01, -0.12, -0.28], [-1.18, 0.13, -1.24], [1.61, 0.71, 0.69], [-0.34, -0.03, 1.38], [0.30, 0.11, 0.41], [-0.18, -0.25, 0.21], [-0.16, -0.25, 0.17], [-0.04, 0.06, -0.08], [0.42, -0.66, -0.53], [-0.56, -0.46, 1.05], [-1.14, 0.72, -0.36], [-0.02, -0.73, -0.92], [-0.47, -1.11, -1.84], [1.92, -3.27, 2.87], [0.51, 1.13, -0.06], [-0.02, 0.00, 0.07], [-0.08, 0.33, -0.06], [-0.09, 0.30, -0.09], [-0.71, -0.29, -0.68], [-0.59, 0.07, 0.17], [0.03, 0.35, -0.59], [0.29, -0.96, -0.27], [0.23, -0.53, -0.05], [-1.83, -0.77, 0.04], [-0.67, 2.46, -4.62], [0.43, 0.56, 0.51], [0.02, 0.11, -0.03], [0.25, -0.14, 0.12], [0.23, -0.20, 0.15], [-0.12, -0.05, -0.03], [-0.26, 0.54, -0.40], [0.76, 0.11, -0.22], [-0.43, -1.05, -0.24], [1.11, -0.16, 0.73], [-1.51, 0.21, -1.63], [2.35, 0.72, 1.09], [-0.51, 0.15, 1.13], [0.06, 0.07, 0.04], [-0.09, -0.26, 0.24], [-0.18, -0.23, 0.17], [-0.04, -0.01, -0.11], [-0.64, 0.30, 0.12], [-0.18, -0.27, -0.63], [0.41, -0.82, 0.46], [0.34, -0.22, 0.03], [-1.21, -0.32, 1.42], [0.01, 0.56, -1.81], [0.87, 0.88, 0.12], [-0.01, 0.04, -0.09], [0.45, 0.05, 0.23], [0.28, -0.04, 0.18], [-0.10, -0.04, 0.05], [0.22, -0.26, -0.72], [-0.72, 0.16, -0.34], [0.42, 0.99, 0.56], [0.03, -0.05, 0.31], [1.42, 0.52, -1.13], [-1.76, -0.63, -0.08], [0.13, -0.78, 0.86], [-0.10, -0.06, -0.01], [0.12, -0.02, 0.29], [0.11, 0.07, 0.29], [0.07, 0.05, -0.13], [-0.50, 0.23, 0.27], [-0.14, -0.13, -0.61], [0.04, -0.74, 0.17], [0.74, 0.04, 0.90], [-1.22, -0.37, 1.28], [-0.96, 4.01, -3.16], [0.62, 0.79, 0.00], [0.00, 0.05, -0.09], [0.31, -0.04, 0.10], [0.27, -0.05, 0.16], [-0.12, -0.05, 0.04]],
  "homo_ev": -4.326,
  "multiplicity": 1,
  "largest_force_ha_per_bohr": 0.1054,
  "lumo_ev": 1.00,
  "charge": -1,
  "orbital_gap_ha": 0.196
}

***

(2)
{
  "formula": "C26H52BCl18GaNO3",
  "method": "ωB97M-V/def2-TZVPD",
  "species": ["C", "C", "Ga", "C", "O", "C", "C", "C", "C", "C", "O", "B", "N", "O", "H", "H", "H", "H", "H", "H", "H", "H", "H", "H", "H", "H", "H", "H", "H", "H", "Cl", "C", "C", "Cl", "H", "H", "H", "H", "Cl", "C", "C", "Cl", "H", "H", "H", "H", "Cl", "C", "C", "Cl", "H", "H", "H", "H", "Cl", "C", "C", "Cl", "H", "H", "H", "H", "Cl", "C", "C", "Cl", "H", "H", "H", "H", "Cl", "C", "C", "Cl", "H", "H", "H", "H", "Cl", "C", "C", "Cl", "H", "H", "H", "H", "Cl", "C", "C", "Cl", "H", "H", "H", "H", "Cl", "C", "C", "Cl", "H", "H", "H", "H"],
  "xyz": [[2.26731, 1.13335, 4.13093], [1.52335, 0.76776, 2.96844], [0.40527, 0.27369, 1.30202], [1.37638, -1.38108, 0.42995], [0.75476, -2.66445, 0.79289], [1.19778, -3.04406, 2.14736], [-0.18076, -3.45702, 2.98153], [0.30621, 1.72670, -0.15992], [-0.23957, 3.25938, 0.57728], [0.97786, 4.06895, 1.49822], [-0.32048, 3.26928, 2.12901], [-1.53130, -0.35037, 1.69251], [-2.16088, -1.30544, 0.64919], [-2.31752, 0.10711, 2.89120], [2.90563, 0.98128, 5.12833], [2.51447, -1.36373, 0.70426], [1.25841, -1.22020, -0.74536], [1.92670, -3.97738, 2.02312], [1.73714, -2.11640, 2.64990], [0.13345, -4.26849, 3.76334], [-1.01386, -3.79095, 2.22779], [-0.61121, -2.53598, 3.59420], [-0.57741, 1.43738, -0.87919], [1.31292, 1.97445, -0.70178], [-1.02968, 3.96626, -0.09702], [1.75259, 3.36853, 0.91470], [1.42564, 3.76696, 2.51559], [-2.96719, -0.81991, 0.18950], [-1.44178, -1.41478, -0.12804], [-2.75350, 0.97513, 2.60979], [0.27842, 0.27424, -4.36974], [-1.22318, 1.16755, -4.72035], [-1.06553, 2.66340, -4.49961], [-0.87114, 3.07293, -2.77674], [-2.01978, 0.74939, -4.09729], [-1.47109, 0.96990, -5.76731], [-1.96094, 3.18656, -4.84909], [-0.20429, 3.06275, -5.04353], [-2.41286, -1.70694, -2.96578], [-3.78365, -2.67747, -2.37020], [-3.65382, -4.14476, -2.74620], [-3.84044, -4.40995, -4.49795], [-4.70576, -2.23977, -2.76485], [-3.79590, -2.57192, -1.28146], [-4.44018, -4.72508, -2.25380], [-2.68661, -4.55519, -2.44108], [-6.91343, -5.59052, -2.72069], [-6.87634, -5.78619, -4.49158], [-8.25945, -6.03874, -5.06983], [-8.90128, -7.63503, -4.60755], [-6.18503, -6.60086, -4.72825], [-6.46430, -4.86015, -4.90306], [-8.21345, -6.02183, -6.16308], [-8.97633, -5.27753, -4.74782], [5.45785, -2.59469, 0.42087], [6.21976, -1.69086, 1.75440], [5.21093, -0.86827, 2.53975], [4.56557, 0.49276, 1.58847], [7.00983, -1.06327, 1.33070], [6.68802, -2.43061, 2.41026], [5.69149, -0.43604, 3.42283], [4.36741, -1.47854, 2.87605], [3.24705, 5.28077, 3.09332], [2.85671, 4.90567, 4.79115], [4.10462, 4.69689, 5.63394], [4.97374, 3.20584, 5.19212], [2.20926, 4.02347, 4.80325], [2.28374, 5.75336, 5.17817], [3.82845, 4.60029, 6.68846], [4.79982, 5.53648, 5.54000], [-1.82369, 5.95667, -1.64354], [-2.78523, 6.84230, -0.43240], [-2.25648, 8.24799, -0.19657], [-0.67530, 8.24367, 0.62420], [-2.79316, 6.25399, 0.49034], [-3.80907, 6.88904, -0.81476], [-2.94575, 8.80027, 0.44957], [-2.15161, 8.80199, -1.13419], [7.38348, 9.93827, 2.23803], [6.69719, 8.34166, 2.63246], [5.39605, 8.45303, 3.41078], [5.64857, 9.08340, 5.05780], [7.45206, 7.77579, 3.18706], [6.51959, 7.83064, 1.68170], [4.94185, 7.46319, 3.51810], [4.67734, 9.10384, 2.90387], [-10.44500, -7.50213, -7.90316], [-11.81579, -8.47266, -7.30758], [-11.68596, -9.93994, -7.68358], [-11.87258, -10.20514, -9.43534], [-12.73790, -8.03496, -7.70224], [-11.82804, -8.36711, -6.21885], [-12.47232, -10.52027, -7.19119], [-10.71875, -10.35038, -7.37847], [9.99677, -1.26587, 1.92485], [10.76348, -1.92578, 3.39195], [10.10704, -3.21808, 3.85043], [8.45808, -2.95259, 4.47028], [10.72634, -1.15635, 4.16927], [11.81320, -2.10891, 3.14458], [10.68483, -3.65770, 4.66926], [10.05212, -3.95185, 3.04073]],
  "forces_ev_per_a": [[-4.28, -3.44, -6.39], [5.67, 2.89, 8.98], [0.88, -0.31, -0.07], [0.76, 0.87, -1.20], [1.44, 0.51, 1.36], [-1.09, -0.10, -0.19], [0.79, 0.60, 0.31], [-1.01, 2.83, 0.49], [-0.17, 0.30, 2.13], [-0.13, -2.80, -0.92], [0.28, -1.33, -5.94], [-1.68, -0.69, 0.73], [1.01, 2.29, -0.33], [-0.28, 0.71, -3.08], [-1.77, 0.52, -2.82], [-1.87, -0.31, -0.79], [0.39, -0.73, 2.26], [-1.42, 1.95, 0.50], [-1.04, -2.03, -0.86], [-0.91, 1.26, -1.46], [1.79, 0.41, 1.50], [1.00, -1.82, -1.41], [2.02, 0.60, 1.20], [-2.11, -0.43, 0.68], [2.19, -1.79, 2.41], [-1.12, 0.00, 1.49], [-0.37, 1.79, -1.15], [0.50, -0.70, 0.70], [-1.15, -0.01, 1.37], [0.95, -1.62, 0.77], [-0.05, 0.02, 0.06], [-0.20, 0.17, -0.08], [-0.10, 0.03, -0.21], [0.04, -0.05, -0.53], [0.24, 0.15, -0.05], [0.07, 0.10, 0.13], [0.08, -0.17, 0.02], [-0.11, -0.16, 0.16], [0.00, -0.05, -0.04], [-0.22, -0.16, 0.11], [0.05, 0.09, 0.62], [0.15, 0.03, -0.15], [0.21, -0.14, -0.03], [0.12, -0.13, -0.12], [0.14, 0.21, -0.13], [-0.14, 0.21, -0.17], [-0.11, -0.06, 0.02], [-0.14, -0.01, -0.43], [0.16, 0.29, -0.10], [-0.05, -0.06, 0.11], [-0.20, 0.16, 0.11], [-0.17, -0.20, 0.09], [0.06, -0.05, 0.18], [0.16, -0.21, 0.04], [-0.01, -0.01, -0.07], [0.12, 0.14, 0.32], [0.05, -0.05, 0.01], [0.28, -0.11, -0.11], [-0.27, -0.09, 0.05], [-0.15, 0.15, -0.11], [0.01, -0.08, -0.16], [0.08, 0.13, -0.16], [0.62, 0.30, 0.32], [-0.07, -0.02, 0.25], [-0.21, 0.20, 0.10], [0.12, 0.07, -0.02], [0.20, 0.02, -0.10], [0.17, -0.08, -0.02], [-0.04, -0.01, -0.19], [-0.13, -0.17, -0.07], [-0.13, 0.19, 0.08], [-0.11, 0.15, 0.13], [-0.22, 0.03, -0.02], [-0.03, -0.02, -0.07], [0.16, 0.13, -0.18], [0.16, 0.08, 0.03], [0.07, -0.17, -0.07], [0.04, -0.21, 0.15], [0.06, 0.08, 0.02], [-0.20, -0.33, 0.08], [-0.04, -0.24, -0.36], [0.03, 0.07, 0.08], [-0.18, 0.20, -0.05], [-0.08, 0.11, 0.18], [0.14, 0.14, -0.08], [0.23, -0.07, 0.13], [-0.06, 0.01, -0.12], [-0.19, -0.15, 0.16], [-0.01, 0.04, 0.33], [0.03, 0.01, -0.03], [0.25, -0.13, -0.03], [0.09, -0.09, -0.15], [0.08, 0.18, -0.08], [-0.16, 0.18, -0.13], [0.00, -0.01, 0.06], [0.12, -0.09, 0.18], [0.28, -0.04, -0.05], [0.05, -0.01, 0.02], [-0.11, -0.19, -0.17], [-0.18, -0.07, 0.03], [-0.07, 0.15, -0.11], [-0.06, 0.24, 0.11]],
  "homo_ev": -4.138,
  "multiplicity": 1,
  "largest_force_ha_per_bohr": 0.2140,
  "lumo_ev": 1.62,
  "charge": -1,
  "orbital_gap_ha": 0.212
}